[1]
Here is C4H7N3S in the gas phase from OMol25. Energies are from wB97M-V/def2-TZVPD.

Last column: natural (NBO) charge in e.
Atoms and positions in Å:
H1 2.935 1.030 -0.681  0.3548
N1 3.076 -0.070 -0.775  -0.6482
C1 2.063 -0.619 -0.304  0.2828
N2 1.122 -0.348 0.728  -0.2812
C2 -0.137 -1.072 0.507  -0.3115
C3 -1.019 0.052 -0.200  -0.0358
S1 -2.682 -0.176 -0.294  0.0312
C4 -0.243 1.324 -0.199  -0.3637
N3 0.866 0.974 0.745  -0.4250
H2 1.687 -1.707 -0.500  0.1283
H3 -0.518 -1.324 1.471  0.2258
H4 -0.185 -1.899 0.000  0.2214
H5 -0.859 2.190 0.201  0.2538
H6 0.139 1.264 -1.188  0.2285
H7 0.285 1.252 1.699  0.3387

## Properties
Relative energy (zero: lowest compared OMol25 entry of this formula, charge and spin)   116.21 kcal per mole
SMILES   [H]/N=C\N1CC(=S)CN1


[2]
Here is a 2-piece molecular cluster, C4H7N3S overall from OMol25. Energies are from wB97M-V/def2-TZVPD.

Last column: natural (NBO) charge in e.
Atoms and positions in Å:
C1 -0.562 -1.489 -0.141  -0.3389
C2 -1.043 -1.076 1.088  -0.0899
C3 -0.322 -0.339 -0.843  -0.0595
C4 -0.687 1.998 -0.351  -0.4040
N1 -0.984 0.293 1.122  -0.2657
N2 -0.524 0.667 -0.008  -0.1437
N3 2.413 0.029 -0.359  -0.7049
S1 2.667 -0.657 0.920  0.7245
H1 -0.599 -2.395 -0.603  0.2183
H2 -1.406 -1.693 1.956  0.2178
H3 -1.246 2.507 0.401  0.2400
H4 0.349 2.482 -0.695  0.2118
H5 -1.165 2.044 -1.351  0.2067
H6 0.195 -0.315 -1.736  0.2264
H7 2.914 -2.055 0.600  -0.0391

## Properties
Relative energy (zero: lowest compared OMol25 entry of this formula, charge and spin)   117.24 kcal per mole


[3]
Here is C4H7N3S in the gas phase from OMol25. Energies are from wB97M-V/def2-TZVPD.

Last column: natural (NBO) charge in e.
Atoms and positions in Å:
C1 -2.118 -1.709 -0.151  -0.1382
N1 -0.853 -1.536 -0.170  -0.2191
N2 -0.331 -0.289 -0.107  -0.2835
C2 -0.810 0.689 0.737  0.2330
N3 -0.438 1.916 0.791  -0.6382
S1 1.023 2.456 0.096  0.4038
C3 1.940 0.900 0.149  -0.5777
C4 1.038 -0.082 -0.661  -0.2282
H1 -2.459 -2.743 -0.278  0.1978
H2 -2.831 -0.868 -0.185  0.1684
H3 -1.573 0.372 1.402  0.1869
H4 2.050 0.597 1.174  0.2208
H5 2.947 1.039 -0.340  0.2473
H6 1.511 -1.063 -0.779  0.2207
H7 0.904 0.321 -1.676  0.2061

## Properties
Relative energy (zero: lowest compared OMol25 entry of this formula, charge and spin)   71.62 kcal per mole
SMILES   C=NN1C=NSCC1


[4]
Here is a 2-piece molecular cluster, C4H7N3Si overall from OMol25. Energies are from wB97M-V/def2-TZVPD.

Last column: natural (NBO) charge in e.
Atoms and positions in Å:
C1 0.117 -0.003 -2.703  -0.3247
C2 0.904 -0.848 -1.951  0.1191
C3 -0.927 0.488 -2.011  0.0846
C4 -0.086 -0.278 -0.158  0.5930
N1 0.941 -0.842 -0.676  -0.5033
N2 -1.068 0.402 -0.679  -0.4790
N3 0.243 -0.919 2.260  -0.9450
Si1 -0.225 0.544 3.058  1.0522
H1 0.086 -0.087 -3.793  0.2392
H2 1.720 -1.395 -2.500  0.1929
H3 -1.575 1.178 -2.556  0.2016
H4 1.149 -1.016 1.843  0.3519
H5 0.322 1.943 2.526  -0.1941
H6 -1.684 0.539 2.967  -0.1857
H7 0.084 0.295 4.374  -0.2026

## Properties
Relative energy (zero: lowest compared OMol25 entry of this formula, charge and spin)   68.59 kcal per mole


[5]
Here is a 2-piece molecular cluster, C4H7N4O overall from OMol25. Energies are from wB97M-V/def2-TZVPD.

Last column: natural (NBO) charge in e.
Atoms and positions in Å:
C1 -2.136 -0.563 0.101  0.1637
C2 0.412 -0.246 -0.129  0.3276
C3 -1.770 0.872 0.104  -0.4956
C4 -0.416 0.977 -0.345  -0.5615
N1 -1.423 -1.602 0.126  -0.2494
N2 3.291 -0.882 -0.296  -0.2967
N3 -0.052 -1.392 0.130  -0.3891
N4 2.892 0.170 -0.121  0.5261
O1 2.796 1.268 0.276  -0.1803
H1 -3.202 -0.626 0.223  0.2182
H2 -2.566 1.248 -0.517  0.2603
H3 -1.921 1.370 1.112  0.2606
H4 0.056 1.812 0.145  0.2716
H5 -0.487 1.157 -1.451  0.2787
H6 4.036 -1.347 0.230  0.4285
H7 0.490 -2.217 0.414  0.4372

## Properties
Relative energy (zero: lowest compared OMol25 entry of this formula, charge and spin)   164.67 kcal per mole
Total charge   +1


[6]
Here is C4H7NO as an isolated structure from OMol25. Energies are from wB97M-V/def2-TZVPD.

Last column: natural (NBO) charge in e.
Atoms and positions in Å:
O1 1.056 -0.907 1.355  -0.7489
C1 0.255 -0.063 0.345  0.1237
C2 -0.437 -1.204 -0.167  -0.1268
N1 -0.934 0.688 -0.939  -0.3583
C3 -0.900 0.939 0.534  -0.2654
C4 0.556 0.723 -0.950  -0.2744
H1 1.898 -1.149 0.936  0.4677
H2 0.098 -1.867 -0.854  0.1950
H3 -1.186 -1.675 0.474  0.2056
H4 -0.607 1.961 0.829  0.1941
H5 -1.808 0.624 1.057  0.1984
H6 1.004 0.207 -1.806  0.1943
H7 1.004 1.723 -0.814  0.1950

## Properties
Relative energy (zero: lowest compared OMol25 entry of this formula, charge and spin)   137.45 kcal per mole


[7]
Here is C4H7NO as an isolated structure from OMol25. Energies are from wB97M-V/def2-TZVPD.

Last column: natural (NBO) charge in e.
Atoms and positions in Å:
O1 2.159 1.267 -1.086  -0.5875
C1 1.704 0.196 -0.754  0.5457
N1 0.425 0.017 -0.361  -0.4636
C2 -0.556 0.999 0.167  -0.2193
C3 -1.453 -0.234 0.181  -0.4498
C4 -0.192 -1.033 0.483  -0.2229
H1 2.257 -0.763 -0.774  0.1082
H2 -0.171 1.353 1.130  0.1870
H3 -0.851 1.830 -0.476  0.2130
H4 -2.331 -0.289 0.871  0.2274
H5 -1.076 -0.344 -0.995  0.2756
H6 -0.153 -2.066 0.127  0.2025
H7 0.237 -0.934 1.487  0.1835

## Properties
Relative energy (zero: lowest compared OMol25 entry of this formula, charge and spin)   79.74 kcal per mole


[8]
Here is a 2-piece molecular cluster, C4H7NO overall from OMol25. Energies are from wB97M-V/def2-TZVPD.

Last column: natural (NBO) charge in e.
Atoms and positions in Å:
C1 -0.115 2.270 -0.720  -0.4379
N1 1.099 1.537 -0.613  -0.5075
C2 2.079 0.904 -0.502  0.2516
C3 0.102 -1.606 0.388  -0.1170
C4 0.037 -1.063 1.744  -0.1154
O1 -0.750 -0.510 0.699  -0.5152
H1 -0.884 1.747 -0.146  0.2502
H2 -0.415 2.330 -1.769  0.2222
H3 0.032 3.280 -0.331  0.2207
H4 0.961 -1.362 -0.234  0.1987
H5 -0.412 -2.538 0.155  0.1805
H6 -0.522 -1.596 2.513  0.1812
H7 0.850 -0.431 2.100  0.1881

## Properties
Relative energy (zero: lowest compared OMol25 entry of this formula, charge and spin)   77.11 kcal per mole


Question: Among the records above, which one has the highest relative energy (zero: lowest compared OMol25 entry of this formula, charge and spin)?
Answer: C4H7N4O


Question: Which of these has the lowest relative energy (zero: lowest compared OMol25 entry of this formula, charge and spin)?
Answer: C4H7N3Si


Question: Number 7 is which compound?
Answer: C4H7NO


Question: relative energy (zero: lowest compared OMol25 entry of this formula, charge and spin) of number 1 (C4H7N3S)?
Answer: 116.21 kcal per mole